Entry 1:
The following is a DFT calculation (ωB97M-V/def2-TZVPD) of a structure of composition C4H5BeO5.

Values from the calculation:
Total charge: +2
Largest force on an atom, eV/A: 6.12
LUMO energy (spin up / spin down), eV: -10.84 / -11.11
Multiplicity: 2
HOMO level (spin up / spin down), eV: -18.1 / -21.7
Energy above the lowest of the compared OMol25 structures with the same formula, charge and spin, eV: 0.000

Atoms and positions in Å:
O  -0.81295  -0.43796  -0.64925
C  -0.68214  -1.25688  0.42084
O  -0.37655  -2.42836  0.22577
O  -0.53940  -0.67383  1.54327
Be  -0.18593  -2.46651  -1.17703
C  -0.16526  0.75788  1.65599
C  0.99899  1.09791  0.80452
H  -1.05974  1.33857  1.40939
H  0.06369  0.84512  2.72416
H  1.91062  0.51073  0.92582
H  1.03719  2.08160  0.33719
O  0.71646  -1.22163  -2.07063
C  0.16075  -0.21006  -1.62663
O  -0.19499  0.73044  -2.43648
H  -0.87074  1.33298  -2.08694


Entry 2:
The following is a DFT calculation (ωB97M-V/def2-TZVPD) of a structure of composition C4H5Br2.

Values from the calculation:
Largest force on an atom, eV/A: 1.61
LUMO energy (spin up / spin down), eV: -1.79 / -1.82
Multiplicity: 2
HOMO level (spin up / spin down), eV: -7.6 / -9.9
Energy above the lowest of the compared OMol25 structures with the same formula, charge and spin, eV: 0.138

Atoms and positions in Å:
Br  -0.06914  -1.34348  -2.49416
Br  -1.79456  -0.83139  -4.02059
C  0.76517  0.96164  0.35585
C  -0.74600  0.61212  0.46880
C  -0.44807  -0.60574  1.14269
C  0.93650  -0.43417  0.99958
H  1.06629  1.03855  -0.67861
H  1.13607  1.76883  0.98306
H  -1.61366  1.27207  0.43026
H  -1.06285  -1.39662  1.60543
H  1.83027  -1.04180  1.20769